1.
Computed, not measured: C26H73AlF2N6O12S2 as an isolated structure in a non-equilibrium geometry, with ωB97M-V/def2-TZVPD.

XYZ file:
```
122
Properties=species:S:1:pos:R:3:mulliken_charge:R:1
Al -2.63588 0.72681 3.85770 0.976
N -1.41428 0.12021 1.41848 0.201
S -1.82039 -0.02874 -0.06663 0.822
O -1.83680 -1.30302 -0.74166 -0.605
O -1.44344 1.11972 -0.86582 -0.431
F -3.39027 0.16969 0.19856 -0.433
S 0.23174 -0.35547 1.15171 0.307
O 1.13087 0.66185 0.67212 -0.515
O 0.44028 -1.72707 0.75444 -0.323
F 0.64266 -0.41860 2.66561 0.106
C -1.24584 -4.22163 3.23083 -1.687
C -1.96361 -2.86569 3.21324 1.701
C -3.47809 -2.95445 3.17801 -1.141
O -3.97912 -1.65900 2.83420 -0.056
C -5.31979 -1.65632 2.35143 -0.814
N -1.55488 -2.06342 4.38569 -0.199
H -1.65049 -4.76612 4.08847 0.495
H -0.17848 -4.06547 3.36627 0.308
H -1.55273 -4.75237 2.32980 0.408
H -1.64170 -2.43307 2.26364 -0.701
H -4.02204 -3.30910 4.06117 0.393
H -3.86000 -3.64585 2.41763 0.433
H -6.10640 -1.78364 3.10114 0.339
H -5.47820 -2.45501 1.62449 0.333
H -5.50708 -0.67514 1.91879 0.155
H -1.73769 -2.70557 5.15712 0.378
H -0.53938 -2.00944 4.45870 -0.002
C 0.11534 3.16277 -8.81730 -1.281
C 0.66848 2.10478 -7.82711 0.272
C 0.03142 2.36249 -6.46225 -0.652
O 0.53010 1.52993 -5.41594 -0.316
C -0.15755 1.72651 -4.18399 -0.478
N 0.29658 0.81353 -8.37232 -0.503
H -0.23779 4.08584 -8.35741 0.343
H -0.72696 2.80447 -9.40812 0.392
H 0.94445 3.40464 -9.48042 0.319
H 1.75823 2.09125 -7.79291 0.394
H -1.06146 2.34781 -6.53925 0.373
H 0.23695 3.39327 -6.14588 0.360
H -1.21927 1.92073 -4.35891 0.213
H 0.28297 2.64064 -3.77291 0.340
H -0.04667 0.88578 -3.50555 0.170
H 0.55645 0.05430 -7.75392 0.271
H -0.67826 0.80194 -8.64570 0.255
C -1.27254 4.74230 0.77930 -1.607
C -1.16547 3.44887 1.54922 1.619
C 0.09236 3.35740 2.41422 -1.161
O -0.17104 2.32391 3.39354 -0.140
C 0.99470 2.11255 4.17242 -0.657
N -2.43195 3.27959 2.27940 -0.347
H -2.05227 4.61340 0.03073 0.273
H -0.33287 4.83218 0.22240 0.383
H -1.34652 5.62644 1.41244 0.525
H -1.07159 2.61897 0.84869 -0.855
H 0.27081 4.32685 2.88732 0.552
H 0.91366 2.97038 1.81116 0.306
H 1.89883 1.74585 3.67198 0.139
H 0.79283 1.31086 4.88247 0.148
H 1.33361 3.06715 4.58246 0.442
H -3.10697 3.19451 1.52541 0.353
H -2.57887 4.17429 2.73969 0.301
C 4.07334 -4.15144 0.97224 -1.377
C 2.71557 -4.62582 0.42015 1.059
C 2.60710 -4.17409 -1.06355 -0.075
O 1.28019 -4.37672 -1.47397 -0.340
C 0.88072 -3.44185 -2.41849 -0.635
N 2.64293 -6.08194 0.48724 -0.490
H 4.85335 -4.47526 0.27870 0.379
H 4.27532 -4.52966 1.97136 0.417
H 4.14037 -3.06275 0.96568 0.157
H 1.97359 -4.14328 1.05380 -0.297
H 3.28440 -4.78098 -1.67631 0.524
H 3.06802 -3.19782 -1.23845 -0.168
H 1.57893 -3.37398 -3.26163 0.391
H 0.67878 -2.41667 -2.08692 0.175
H -0.03224 -3.80284 -2.89723 0.292
H 3.21701 -6.61837 -0.15506 0.314
H 1.68714 -6.33049 0.23986 0.322
C 4.13334 0.33973 3.02603 -0.613
C 5.14389 -0.22365 2.01255 0.463
C 4.84900 0.07670 0.53831 -0.347
O 5.55953 -0.80206 -0.28499 -0.374
C 5.17885 -0.75634 -1.64889 -0.553
N 6.47290 0.10040 2.59988 -0.730
H 4.27569 -0.06039 4.02543 0.394
H 3.12362 0.09967 2.68346 -0.358
H 4.17975 1.43108 2.98951 0.526
H 5.22465 -1.29231 2.24454 -0.281
H 5.11493 1.09709 0.23361 0.467
H 3.78437 -0.09261 0.32187 0.114
H 5.07452 0.27758 -1.98944 0.353
H 4.20265 -1.24743 -1.70901 0.001
H 5.91687 -1.24560 -2.27848 0.275
H 6.50301 1.12018 2.69103 0.319
H 7.10110 0.04956 1.79212 0.294
C 3.12937 -2.64424 6.19054 -1.391
C 2.26443 -2.08924 5.09628 0.824
O 1.02635 -1.71472 5.73196 -0.650
H 4.12296 -2.94491 5.85954 0.376
H 2.55578 -3.42971 6.67980 0.386
H 3.25889 -1.85921 6.94017 0.378
H 2.04186 -2.83336 4.32967 0.025
H 2.64017 -1.19711 4.59087 -0.329
H 1.22271 -1.08071 6.42750 0.315
C -3.71172 5.27394 -2.26752 -1.300
C -2.77614 4.25909 -2.84344 0.604
O -3.50773 3.45783 -3.75702 -0.519
H -3.81431 6.06003 -3.01973 0.426
H -3.20918 5.84385 -1.47492 0.410
H -4.62211 4.99417 -1.74157 0.260
H -2.40397 3.57362 -2.07700 -0.367
H -1.88584 4.74962 -3.24662 0.245
H -3.91756 4.02466 -4.42088 0.284
C -6.44287 -0.01124 -1.89036 -1.163
C -5.79232 1.34362 -2.07075 0.592
O -5.48724 1.53599 -3.43895 -0.500
H -7.25416 -0.11698 -2.60769 0.368
H -6.76578 -0.15305 -0.85739 0.289
H -5.69554 -0.79703 -2.00935 0.268
H -4.79691 1.35111 -1.61063 -0.321
H -6.40124 2.20370 -1.76643 0.250
H -4.68980 2.09236 -3.49912 0.447
```

## Properties
charge = +2
E = -95332.5017 eV

=====

2.
Computed, not measured: a 8-piece molecular cluster, C26H73N5O11 overall in a non-equilibrium geometry, with ωB97M-V/def2-TZVPD.

XYZ file:
```
115
Properties=species:S:1:pos:R:3:mulliken_charge:R:1
C 2.97387 -4.83852 -2.61777 -0.597
O 3.04059 -4.73210 -1.20780 -0.353
C 1.68557 -4.73755 -0.69908 -0.509
C 1.79806 -4.61803 0.80934 0.330
C 2.41801 -5.90263 1.46918 -1.485
N 0.50460 -4.43336 1.46718 -0.168
H 3.97369 -5.02268 -3.05029 0.271
H 2.63046 -3.89988 -3.09923 0.157
H 2.30565 -5.67328 -2.85374 0.313
H 1.09275 -3.90549 -1.05395 0.246
H 1.19732 -5.64316 -1.00176 0.404
H 2.43835 -3.77989 0.96780 0.229
H 3.48519 -6.03200 1.16375 0.351
H 1.93324 -6.79259 1.04815 0.354
H 2.45922 -5.80594 2.56090 0.387
H -0.00855 -3.71897 0.92095 -0.235
H -0.05055 -5.28748 1.37248 0.320
C -5.78153 -1.80096 -0.42468 -0.531
O -5.25816 -2.33964 -1.61884 -0.441
C -3.86120 -2.27302 -1.75348 -0.999
C -3.20534 -0.87446 -1.99589 0.935
C -3.64394 -0.24738 -3.35038 -1.445
N -1.75640 -1.21764 -1.91376 -0.287
H -5.05869 -1.94170 0.39672 0.211
H -6.69867 -2.28777 -0.15624 0.254
H -6.03751 -0.74371 -0.61129 0.211
H -3.42541 -2.71306 -0.86835 0.463
H -3.52736 -2.92866 -2.56239 0.417
H -3.44030 -0.26396 -1.11817 0.057
H -3.20776 -0.77734 -4.19342 0.323
H -3.29951 0.77954 -3.39520 0.313
H -4.75664 -0.14537 -3.42722 0.346
H -1.51809 -1.92355 -2.57540 0.288
H -1.15644 -0.41680 -2.09351 -0.203
C 3.92478 4.82853 -0.00789 -0.792
O 3.31925 3.62592 -0.43210 -0.344
C 1.87797 3.64728 -0.50181 0.434
C 1.40759 4.44695 -1.71698 0.445
C -0.10015 4.50215 -1.78719 -1.111
N 1.95936 3.92986 -3.00843 -0.735
H 3.56733 5.18272 0.95998 0.304
H 3.80790 5.67059 -0.66325 0.339
H 5.02027 4.63583 0.00955 0.272
H 1.50799 2.61610 -0.57874 -0.591
H 1.49679 4.05697 0.46197 0.306
H 1.78942 5.47391 -1.62772 0.325
H -0.51040 4.77692 -0.80311 0.263
H -0.53076 3.51588 -1.97632 -0.151
H -0.35684 5.25253 -2.51628 0.415
H 1.64267 2.98682 -3.26639 0.213
H 2.96375 3.82864 -2.85092 0.376
C -0.68655 -0.29380 6.11483 -0.648
O -0.58254 0.52779 4.95558 -0.071
C -0.65962 1.90473 5.19411 -1.057
C -1.13473 2.66286 3.90894 1.165
C -1.35570 4.14450 4.20726 -1.616
N -2.40704 2.11712 3.42261 -0.511
H -1.70732 -0.24901 6.55557 0.334
H 0.01640 -0.05555 6.90137 0.376
H -0.50132 -1.30538 5.76943 -0.043
H -1.46390 2.11374 5.90870 0.382
H 0.30955 2.24463 5.58437 0.364
H -0.34456 2.51712 3.16328 -0.200
H -1.67263 4.69628 3.31065 0.341
H -0.49925 4.69166 4.64365 0.382
H -2.21627 4.35491 4.83676 0.404
H -2.40145 1.13483 3.38365 -0.093
H -3.16750 2.32017 4.07346 0.321
C 1.67960 -0.22342 -2.78130 -0.223
O 2.80229 0.41844 -3.14674 -0.183
C 3.74549 -0.34309 -3.90896 -0.696
C 5.01337 0.40002 -4.25550 0.679
C 5.87683 -0.26174 -5.30171 -1.648
N 5.78614 0.67429 -3.03905 -0.704
H 0.95355 0.55227 -2.39935 -0.425
H 1.81502 -0.94187 -1.94425 0.229
H 1.15354 -0.75911 -3.58668 0.418
H 4.05336 -1.22373 -3.26226 0.134
H 3.26091 -0.78332 -4.81757 0.296
H 4.78187 1.32360 -4.76502 0.279
H 6.29979 -1.24749 -5.11975 0.376
H 6.69311 0.49363 -5.48027 0.379
H 5.25017 -0.31626 -6.17776 0.416
H 5.13425 0.84404 -2.25622 0.305
H 6.34825 -0.14231 -2.83029 0.273
O -2.54363 -3.19929 2.44871 -0.523
C -2.28182 -2.97877 3.82105 0.064
C -0.98521 -3.61066 4.37879 -0.755
O 0.19797 -2.97571 3.90566 -0.491
H -1.91370 -2.65481 1.94536 0.305
H -2.24509 -1.92929 4.13957 -0.012
H -3.04688 -3.47373 4.43947 0.425
H -0.99198 -4.65775 4.12093 0.324
H -0.99407 -3.53946 5.49881 0.461
H 0.48439 -3.37693 3.08883 0.273
O -2.46592 2.75245 0.62173 -0.222
C -3.38478 3.75801 0.11341 -0.499
C -3.71620 3.53020 -1.35280 -0.319
O -4.33348 4.73659 -1.77377 -0.555
H -2.56643 2.68317 1.60731 0.288
H -4.29748 3.62544 0.74921 0.419
H -3.05938 4.80733 0.19073 0.336
H -4.40909 2.70116 -1.37507 0.299
H -2.88670 3.21690 -1.98816 0.092
H -4.78403 4.58879 -2.58886 0.319
O -0.90392 -1.66964 0.74019 -0.092
C 0.30035 -1.00470 0.87347 0.079
C 0.10686 0.45652 1.02889 0.018
O -0.20575 0.95623 -0.26268 0.266
H -1.41738 -1.44668 -0.08529 0.027
H 0.84554 -1.47524 1.71857 0.445
H 0.86356 -1.11907 -0.04739 -0.429
H 0.99911 0.97273 1.38092 0.409
H -0.63885 0.64223 1.80789 -0.379
H -0.93062 1.65489 -0.23599 -0.197
```

## Properties
relative energy (zero: lowest compared OMol25 entry of this formula, charge and spin) = 4.4 kcal per mole
structure (SMILES) = COC[C@H](C)N.COC[C@H](C)N.COC[C@H](C)N.COC[C@H](C)N.COC[C@H](C)N.OCCO.OCCO.OCCO